A 2-piece molecular cluster, C5H13ClP overall, computed with ωB97M-V with the def2-TZVPD basis set.

```
20
Properties=species:S:1:pos:R:3
C -0.86263 0.86976 -2.47668
C -0.70446 -1.52925 -0.81630
C -1.79135 0.86804 0.47903
C 1.26806 -0.76852 2.77271
C 2.45443 -0.02508 2.16364
P -0.46162 0.21463 -0.76510
Cl 1.87936 1.45911 1.31762
H -0.47981 0.26571 -3.30545
H -0.54986 1.94484 -2.47977
H -1.95846 0.62532 -2.80171
H -0.82724 -1.98216 0.18685
H 0.01744 -2.05835 -1.35985
H -1.60082 -1.75812 -1.37699
H -1.59856 0.85049 1.47798
H -2.53896 0.05283 0.35626
H -2.08701 1.94133 0.03332
H 1.53200 -1.78014 3.23188
H 0.20366 -0.57218 2.86380
H 3.07721 -0.76989 1.71150
H 2.87430 0.52615 3.07930
```

Output
* energy relative to the best compared isomer or geometry (same formula, charge and spin): 102.46 kcal per mole
* energy: -27195.9209 eV
* gap between HOMO and LUMO (alpha / beta): 10.37 / 5.00 eV
* total charge: +1

***

A 2-piece molecular cluster, C5H13FN overall, computed with ωB97M-V with the def2-TZVPD basis set.

```
20
Properties=species:S:1:pos:R:3
C -1.42882 -0.03124 -1.45320
C -0.98026 0.32458 1.72074
C 1.51611 -0.11273 1.14176
C -0.24645 0.38158 -0.63836
C 0.01215 -0.24774 0.67207
N 0.45632 1.36636 -1.09522
F 0.97369 -1.85763 -1.34190
H -2.12497 0.74779 -1.39349
H -1.13909 -0.27453 -2.42064
H -1.84161 -0.90423 -0.88379
H -0.55692 1.27564 1.97031
H -2.04482 0.39998 1.33924
H -1.14291 -0.36508 2.56767
H 1.70778 -0.91188 1.79644
H 1.68005 0.83302 1.78860
H 2.23137 -0.11154 0.28562
H -0.25267 -1.32472 0.42593
H 1.54339 -2.47452 -1.89467
H 1.16997 1.81931 -0.52891
H 0.46770 1.46759 -2.05819
```

Output
* energy relative to the best compared isomer or geometry (same formula, charge and spin): 0.00 kcal per mole
* energy: -9596.5711 eV
* gap between HOMO and LUMO: 11.99 eV
* total charge: +1

***

A 2-piece molecular cluster, C5H13IN overall, computed with ωB97M-V with the def2-TZVPD basis set.

```
20
Properties=species:S:1:pos:R:3
C -1.86264 3.84372 -0.32605
C 0.41031 -1.71646 1.36508
C 1.76767 -0.07118 0.12445
C 0.39995 -1.69159 -1.12941
C -0.73375 0.08581 0.06204
N 0.41050 -0.82450 0.13207
I -2.59293 -0.83581 0.21736
H -1.73205 4.84090 -0.82614
H -2.23636 3.84987 0.64750
H -1.97181 2.92658 -0.86413
H 0.28891 -1.08989 2.36761
H -0.28564 -2.63410 1.46576
H 1.48619 -2.27540 1.36047
H 2.29067 -0.29869 -0.78625
H 1.54964 0.93292 0.19745
H 2.46552 -0.37506 0.93657
H -0.63195 -2.08365 -1.23064
H 0.52673 -1.06572 -1.93487
H 1.19614 -2.49087 -1.18418
H -0.74509 0.97313 -0.59470
```

Output
* energy relative to the best compared isomer or geometry (same formula, charge and spin): 132.91 kcal per mole
* energy: -14974.2565 eV
* gap between HOMO and LUMO (alpha / beta): 9.73 / 6.49 eV
* total charge: +1

***

C5H13N as an isolated structure, computed with ωB97M-V with the def2-TZVPD basis set.

```
19
Properties=species:S:1:pos:R:3
C -2.25009 0.15347 -0.99067
C -1.47622 0.66663 0.25192
C -0.48544 -0.24905 0.87780
C 0.88201 0.22800 1.08506
N 1.57401 0.44077 -0.20694
C 1.29069 -0.72580 -0.90612
H -2.58282 0.97587 -1.62274
H -1.68665 -0.56364 -1.57907
H -3.13021 -0.35356 -0.59759
H -2.18730 1.31653 0.76006
H -0.82292 1.48106 -0.12938
H 1.58664 -0.43737 1.60438
H -0.75088 -1.17620 1.32402
H 3.14010 -2.10821 0.45342
H 1.08279 1.17435 1.61838
H 3.56008 -1.66031 0.03929
H 0.47776 0.24407 -0.79717
H 1.20491 -1.67967 -0.41154
H 1.77174 -0.80363 -1.87111
```

Output
* energy relative to the best compared isomer or geometry (same formula, charge and spin): 190.22 kcal per mole
* energy: -6877.9484 eV
* gap between HOMO and LUMO: 6.08 eV